The following is a quantum chemistry calculation of a molecular structure, C23H28IrN2O7PS, from the OMol25 dataset.

Results
Gap between HOMO and LUMO (spin up / spin down) (eV): 5.40 / 6.19
2S+1: 6
Expectation value of S²: 8.80
Maximum force (eV Å⁻¹): 0.50
Charge: -1
LUMO level (spin up / spin down) (eV): 2.75 / 1.22

Each line ends with the Mulliken charge.
Atoms and positions in Å:
Ir -0.5667 -1.7527 -0.8765  1.378
O -3.1484 1.9177 -1.5762  -0.728
C -3.8853 1.8188 -0.4516  0.274
C -4.8543 2.8034 -0.2522  -0.573
C -5.6450 2.7977 0.8806  -0.351
C -5.4815 1.8039 1.8409  -0.709
C -4.5229 0.8267 1.6467  -0.455
C -3.7134 0.8082 0.5122  0.415
C -2.6816 -0.2445 0.3519  0.738
O -2.0920 -0.3592 -0.8333  -1.132
N -2.3757 -1.0185 1.3332  -0.612
N -1.3594 -1.8895 1.0228  0.046
C -1.1652 -2.8259 2.0015  -0.412
C -0.2477 -3.8725 2.2018  0.902
C -0.3567 -4.4886 3.4959  -1.230
C 0.4714 -5.4778 3.9544  -0.615
C 1.5014 -5.9626 3.1391  -0.481
C 1.6227 -5.4312 1.8645  -0.205
C 0.7853 -4.4401 1.3938  0.525
O 1.0891 -4.0640 0.0885  -0.294
H -2.5271 1.1574 -1.6103  0.323
H -4.9599 3.5687 -1.0108  0.419
H -6.3911 3.5715 1.0166  0.365
H -6.0978 1.7935 2.7307  0.385
H -4.3707 0.0434 2.3780  0.445
H -1.8473 -2.6624 2.8290  0.297
H -1.1387 -4.1170 4.1474  0.296
H 0.3256 -5.8754 4.9512  0.364
H 2.1756 -6.7371 3.4783  0.359
H 2.3848 -5.7882 1.1825  0.400
S 0.2726 -3.3339 -2.3575  -0.386
C 0.0923 -3.6289 -0.6966  -0.082
C 4.5482 1.5076 -2.4734  -1.870
C 3.2603 0.7483 -2.7585  1.572
C 2.8228 0.9550 -4.2029  -1.608
C 3.4348 -0.7334 -2.4450  -1.475
O 2.2851 1.3594 -1.8806  0.109
P 0.8723 0.6943 -1.5094  1.262
O 1.1098 -0.3664 -0.4367  -0.854
O 0.1051 0.1828 -2.6860  -0.923
O 0.1150 1.9429 -0.8966  -0.276
C 0.4499 2.7591 0.2492  1.784
C 1.1887 3.9855 -0.2716  -1.626
C 1.2930 2.0126 1.2766  -1.663
C -0.8945 3.1421 0.8497  -1.599
H 5.3477 1.1561 -3.1278  0.437
H 4.8511 1.3597 -1.4354  0.389
H 4.3962 2.5748 -2.6437  0.374
H 3.5731 0.5360 -4.8770  0.429
H 2.7185 2.0219 -4.4101  0.353
H 1.8620 0.4729 -4.3778  0.319
H 4.2472 -1.1372 -3.0530  0.499
H 2.5284 -1.2971 -2.6685  0.229
H 3.6673 -0.8779 -1.3897  0.308
H 2.1259 3.6860 -0.7407  0.224
H 1.4019 4.6730 0.5497  0.421
H 0.5757 4.4994 -1.0135  0.344
H 2.2524 1.7099 0.8560  0.285
H 0.7794 1.1177 1.6259  0.284
H 1.4755 2.6769 2.1236  0.507
H -1.5171 3.6263 0.0962  0.309
H -0.7543 3.8221 1.6925  0.503
H -1.4137 2.2490 1.2022  0.288

Atoms 1-2, force components in eV/Å:
Ir -0.427 0.220 -0.103
O 0.004 -0.083 0.052

---

The following is a quantum chemistry calculation of a molecular structure, C23H28IrN2Sb in a non-equilibrium geometry, from the OMol25 dataset.

Results
Gap between HOMO and LUMO (spin up / spin down) (eV): 6.39 / 6.25
2S+1: 5
Relative energy (zero: lowest compared OMol25 entry of this formula, charge and spin) (kcal per mole): 21.8
Expectation value of S²: 6.03
Maximum force (eV Å⁻¹): 3.01
Charge: +2
LUMO level (spin up / spin down) (eV): -6.68 / -8.57

Each line ends with the Mulliken charge.
Atoms and positions in Å:
Ir 7.7080 9.0149 9.2693  1.899
C 7.4597 9.1943 11.4226  -0.484
C 6.0909 9.4381 11.6425  -0.907
C 5.4104 8.1888 11.5613  -0.288
C 6.3523 7.1802 11.3525  -0.710
C 7.5747 7.8035 10.9574  0.005
H 8.2879 9.8849 11.6778  0.594
H 5.6354 10.3829 11.6513  0.488
H 4.3462 8.0797 11.8149  0.483
H 6.1339 6.1349 11.3887  0.499
H 8.4868 7.1911 10.9044  0.518
C 6.4223 12.6630 7.4077  -0.846
C 7.2362 11.7711 8.0755  -0.258
N 6.9412 10.4625 8.0803  -0.303
C 5.9696 9.9438 7.2745  0.053
C 5.1612 10.8160 6.5204  0.565
C 5.4330 12.2191 6.5668  -0.503
C 4.3385 10.2574 5.5147  -0.832
C 4.3038 8.8978 5.2279  -0.947
C 5.0520 7.9514 6.0413  0.564
C 4.9758 6.5587 5.9769  -0.544
C 5.8118 5.8180 6.8408  -0.770
C 6.8287 6.4615 7.5370  -0.361
N 6.7408 7.7894 7.7557  -0.388
C 5.9128 8.5470 6.9859  0.797
H 6.5362 13.7706 7.4616  0.391
H 8.0364 12.0339 8.7477  0.609
H 4.8571 12.8463 5.9146  0.485
H 3.6412 10.9162 5.0190  0.398
H 3.6407 8.4874 4.4282  0.386
H 4.2400 6.0284 5.3889  0.464
H 5.6099 4.7225 6.9887  0.397
H 7.6240 5.9150 7.9695  0.565
C 10.8854 11.6682 9.4261  -1.128
C 11.6570 10.3875 9.1160  -0.806
Sb 10.2093 8.8586 8.6500  -0.086
C 10.3319 8.4638 6.5098  -0.526
C 10.7468 9.7223 5.7979  -1.080
C 11.4053 7.1907 9.4620  -0.727
C 12.8803 7.2833 9.2125  -1.175
H 11.4431 12.5295 9.7180  0.474
H 10.1267 11.4979 10.1365  0.261
H 10.3524 11.9543 8.5144  0.279
H 12.1454 10.0426 10.1064  0.323
H 12.4753 10.3670 8.4001  0.576
H 9.3596 8.0718 6.1700  0.315
H 11.0445 7.6111 6.4141  0.460
H 10.0089 10.5104 6.0031  0.260
H 10.8011 9.5767 4.6906  0.396
H 11.7644 10.0636 6.0948  0.289
H 10.9394 6.3365 9.0187  0.511
H 11.1442 7.2671 10.5676  0.381
H 13.0827 7.6020 8.1722  0.269
H 13.3633 6.3149 9.3702  0.370
H 13.4218 8.0002 9.8376  0.343

Atoms 1-2, force components in eV/Å:
Ir 0.940 -0.581 -0.452
C 2.339 -0.505 -1.109

---

The following is a quantum chemistry calculation of a molecular structure, C23H28MgN5O4PS5 in a non-equilibrium geometry, from the OMol25 dataset.

Results
Gap between HOMO and LUMO (eV): 4.33
2S+1: 1
Relative energy (zero: lowest compared OMol25 entry of this formula, charge and spin) (kcal per mole): 24.1
Maximum force (eV Å⁻¹): 2.10
Charge: -2
LUMO level (eV): 3.95

Each line ends with the Mulliken charge.
Atoms and positions in Å:
Mg -0.3103 0.0305 0.1603  0.957
O 4.3816 0.3897 2.6762  -0.725
C 3.6187 1.2093 3.4183  0.337
C 4.2183 1.9747 4.4185  -0.591
C 3.4593 2.8024 5.2254  -0.334
C 2.0869 2.8827 5.0510  -0.716
C 1.4853 2.1535 4.0426  -0.324
C 2.2323 1.3259 3.2145  0.444
C 1.5245 0.5807 2.1378  0.400
O 0.3480 0.8792 1.8545  -0.780
N 2.2226 -0.4028 1.5919  -0.744
N 1.4698 -1.0884 0.7035  0.090
C 1.9248 -2.1810 0.2165  -0.543
C 1.1529 -3.0246 -0.6357  0.957
C 1.7041 -4.2099 -1.1278  -0.803
C 0.9975 -5.0481 -1.9581  -0.560
C -0.3055 -4.6993 -2.3262  -0.378
C -0.8917 -3.5615 -1.8352  -0.629
C -0.2077 -2.6867 -0.9457  0.110
O -0.7919 -1.6793 -0.4494  -0.983
H 3.7224 -0.1079 2.0780  0.618
H 5.2864 1.8888 4.5616  0.405
H 3.9429 3.3872 5.9999  0.359
H 1.4911 3.5099 5.6998  0.398
H 0.4205 2.1986 3.8637  0.483
H 2.9417 -2.5076 0.4878  0.176
H 2.7162 -4.4666 -0.8321  0.299
H 1.4424 -5.9675 -2.3201  0.354
H -0.8662 -5.3501 -2.9910  0.350
H -1.9040 -3.2881 -2.1086  0.440
S -7.2140 1.7594 -2.1870  -0.430
C -5.6758 1.4279 -1.6619  0.119
S -4.2992 1.3561 -2.7109  -0.161
C -3.0640 0.9800 -1.5067  0.020
C -3.5168 0.8620 -0.2228  0.057
S -2.6220 0.5634 1.1943  -0.572
S -5.2547 1.0956 -0.0129  -0.155
S -1.4652 0.8409 -2.0706  -0.468
C 2.3205 3.7770 0.8372  -1.351
N 3.1704 2.9737 -0.0115  0.966
C 4.5863 3.1216 0.1811  -1.030
P 2.3684 2.1985 -1.2577  -0.800
O 1.2641 1.3571 -0.8214  0.697
N 3.5814 1.3058 -2.0484  0.370
C 4.4465 1.9472 -3.0113  -1.119
C 3.2246 -0.0435 -2.4431  -0.596
N 1.8281 3.4591 -2.2554  0.614
C 2.5717 4.6627 -2.5101  -1.083
C 0.8596 3.1438 -3.2814  -0.563
H 2.6264 3.6759 1.8807  0.311
H 1.2990 3.4100 0.7438  0.352
H 2.3456 4.8429 0.5685  0.308
H 4.8347 2.9386 1.2299  0.251
H 4.9447 4.1313 -0.0812  0.247
H 5.1091 2.3858 -0.4225  0.293
H 4.6855 2.9580 -2.6905  0.361
H 3.9936 1.9917 -4.0120  0.247
H 5.3780 1.3741 -3.0905  0.348
H 2.5321 -0.4590 -1.7158  -0.167
H 4.1299 -0.6579 -2.4736  0.344
H 2.7497 -0.0710 -3.4324  0.314
H 3.3301 4.8012 -1.7435  0.254
H 1.8934 5.5238 -2.4848  0.330
H 3.0585 4.6498 -3.4976  0.299
H 0.2963 2.2583 -2.9883  -0.262
H 1.3390 2.9670 -4.2545  0.226
H 0.1518 3.9706 -3.3903  0.359

Atoms 1-2, force components in eV/Å:
Mg -0.609 1.024 -0.222
O 0.014 0.170 0.071

---

The following is a quantum chemistry calculation of C23H28N2O5S in the gas phase in a non-equilibrium geometry, from the OMol25 dataset.

Results
Gap between HOMO and LUMO (eV): 9.57
2S+1: 1
Relative energy (zero: lowest compared OMol25 entry of this formula, charge and spin) (kcal per mole): 0.0
Maximum force (eV Å⁻¹): 1.03
Structure (SMILES): CCOC(=O)C1CCN(C(=O)c2ccccc2NS(=O)(=O)c2cc(C)ccc2C)CC1
LUMO level (eV): 0.68

Each line ends with the Mulliken charge.
Atoms and positions in Å:
C -3.0309 -2.2796 1.9740  -0.764
C -4.1672 -1.2936 2.2005  -0.464
O -3.8589 -0.0463 1.5757  -0.262
C -3.2093 0.8591 2.3050  0.134
O -3.0048 0.7637 3.4860  -0.645
C -2.7915 2.0574 1.4618  0.399
C -2.4644 1.6454 0.0244  0.184
C -1.9217 2.8440 -0.7573  -1.255
N -0.7886 3.4265 -0.0770  0.177
C 0.5012 3.2640 -0.4404  -0.300
O 1.4336 3.6835 0.2256  -0.674
C 0.7268 2.4724 -1.6964  -0.159
C 0.7162 3.0351 -2.9623  0.066
C 0.9290 2.2421 -4.0776  -0.706
C 1.1505 0.8833 -3.9249  -0.817
C 1.1931 0.3136 -2.6648  -0.511
C 0.9958 1.1079 -1.5419  1.034
N 1.0735 0.5542 -0.2661  -0.150
S 0.3990 -0.9234 0.1415  1.671
O -0.0028 -0.7937 1.5136  -0.725
O -0.6110 -1.2607 -0.8221  -0.644
C 1.7650 -2.0719 0.0166  0.537
C 3.0201 -1.6013 -0.3109  -0.447
C 4.0925 -2.4780 -0.4220  0.473
C 5.4622 -1.9795 -0.7626  -1.623
C 3.8605 -3.8295 -0.1903  -0.748
C 2.6008 -4.2899 0.1453  -1.049
C 1.5226 -3.4178 0.2573  0.589
C 0.1560 -3.8895 0.6251  -1.574
C -1.1004 3.9038 1.2550  -1.184
C -1.5847 2.7371 2.1145  -0.401
H -3.2660 -3.2320 2.4410  0.488
H -2.8723 -2.4247 0.9081  0.221
H -2.1128 -1.8811 2.4003  0.124
H -5.0929 -1.6354 1.7315  0.319
H -4.3285 -1.1252 3.2703  0.341
H -3.6378 2.7567 1.4524  0.182
H -1.7233 0.8438 0.0345  -0.322
H -3.3564 1.2630 -0.4709  0.624
H -2.6980 3.6154 -0.8344  0.462
H -1.6335 2.5379 -1.7631  0.516
H 0.5286 4.0935 -3.0687  0.488
H 0.9145 2.6830 -5.0624  0.402
H 1.3023 0.2610 -4.7939  0.403
H 1.3671 -0.7432 -2.5398  0.371
H 1.1026 1.2101 0.4995  0.379
H 3.1614 -0.5455 -0.4810  0.465
H 6.0744 -1.9297 0.1378  0.315
H 5.4159 -0.9851 -1.1982  0.361
H 5.9537 -2.6517 -1.4627  0.398
H 4.6797 -4.5289 -0.2724  0.421
H 2.4466 -5.3439 0.3241  0.401
H 0.1411 -4.9663 0.7733  0.413
H -0.5520 -3.6206 -0.1567  0.347
H -0.1710 -3.3947 1.5379  0.284
H -1.8759 4.6735 1.1823  0.356
H -0.1935 4.3450 1.6719  0.520
H -0.7856 2.0001 2.2221  0.097
H -1.8508 3.0868 3.1119  0.460

Atoms 1-2, force components in eV/Å:
C -0.188 0.389 -0.003
C -0.042 -0.443 0.372